C48H72N2O22S | the ωB97M-V functional and the def2-TZVPD basis

```
145
Properties=species:S:1:pos:R:3:forces:R:3:mulliken_charge:R:1
C 5.409440 1.204392 2.072916 -0.2 -0.6 0.4 -0.5475
O 6.507255 1.439876 1.223810 -0.3 0.3 0.2 -0.3613
C 6.600591 2.798825 0.809024 1.4 0.2 -0.8 -0.4172
C 6.106593 2.987191 -0.637690 -0.2 0.2 0.2 0.5923
C 6.061052 4.485143 -1.071743 -0.4 -0.8 0.3 -0.7980
C 4.938325 4.723586 -2.107255 0.5 0.4 0.0 0.0856
C 4.756288 6.225552 -2.482555 0.4 -0.7 0.4 -1.1263
C 4.375999 7.123795 -1.251208 0.1 -0.6 -1.1 0.0813
C 3.041924 7.868330 -1.525737 0.7 0.8 0.6 -1.1090
C 2.146719 8.116301 -0.291784 -0.8 -0.2 -0.2 -1.1095
C 1.990979 6.890373 0.647450 0.2 1.0 0.1 0.8095
C 0.560720 6.663426 1.193667 -0.2 -1.1 -0.7 -1.8742
C 0.339030 5.128223 1.243185 -1.4 0.2 0.4 0.8798
S 1.589256 4.509924 2.508343 1.5 -0.8 2.6 1.9539
C 3.122291 3.902999 1.763860 0.1 0.2 -0.6 -0.4906
O 1.955386 5.570378 3.426701 0.0 0.9 -1.2 -0.7840
O 1.025011 3.426790 3.291218 -0.6 -0.6 -1.5 -0.6933
N -0.929647 4.681395 1.814789 0.6 -0.3 -0.7 0.0343
C -1.298228 3.420595 1.309239 0.3 0.2 1.3 -0.8110
O -2.274143 2.826670 1.686024 0.4 -0.1 -0.5 -0.5792
C -0.275852 2.999231 0.169788 -2.4 0.9 -0.6 0.6679
C -1.093129 2.261202 -0.903425 0.2 -0.6 -0.5 -0.7189
C -0.341134 1.993598 -2.223604 0.2 0.6 -0.5 -0.1719
O -0.634862 2.656966 -3.197467 -0.1 -0.3 0.3 -0.5466
C 0.713131 0.915370 -2.405387 -0.3 -0.3 0.4 -0.1234
C 2.013645 0.965298 -1.926839 0.1 0.4 0.3 0.3488
C 2.900381 -0.068959 -2.195726 0.5 0.2 0.1 -0.8278
C 2.517809 -1.162925 -2.949992 -0.1 -0.3 -0.1 -0.4647
C 1.210862 -1.234801 -3.427935 0.6 -0.1 0.0 -0.7471
C 0.343431 -0.199997 -3.148681 -1.1 -0.1 -0.5 -0.3421
O 0.803708 2.116718 0.566720 -0.5 -0.5 0.7 0.3268
C 0.397059 1.212033 1.433262 -0.3 0.5 2.2 0.6355
N 0.025818 0.713826 2.424320 0.6 0.0 -2.1 -0.6825
C 0.307179 4.391956 -0.127090 3.0 -0.5 -0.4 0.6648
C -0.133449 5.176537 -1.384574 -0.6 0.3 0.4 -0.9734
C -1.671429 5.372880 -1.553706 0.5 0.7 -0.6 -1.2974
C -2.117342 6.865436 -1.528882 -0.1 -0.1 -0.2 -0.0606
O -3.277955 7.108491 -0.746706 0.0 0.1 0.1 -0.5825
H 5.501295 0.195852 2.504537 0.1 0.3 -0.3 0.3319
H 5.400132 1.905263 2.926393 -0.1 -0.1 -0.3 0.3391
H 4.432749 1.221434 1.552625 0.3 0.2 0.0 0.0430
H 6.129467 3.495321 1.525206 -0.1 -0.3 -0.2 0.4761
H 7.687796 3.055096 0.803610 -0.7 -0.1 0.2 -0.0438
H 6.768708 2.410753 -1.302225 -0.3 0.1 0.2 0.3958
H 5.095044 2.543550 -0.718204 0.3 0.2 0.0 -0.7232
H 5.914348 5.063636 -0.144905 0.0 0.1 -0.4 0.4881
H 7.028237 4.790718 -1.500063 -0.3 0.0 0.2 0.3230
H 5.226375 4.137838 -2.998233 -0.3 0.3 0.1 0.5385
H 3.973041 4.305861 -1.766087 0.3 0.1 0.1 -0.3866
H 3.983423 6.263396 -3.263402 0.2 0.2 0.2 0.4802
H 5.708629 6.553944 -2.923945 -0.3 0.1 0.0 0.3680
H 5.204577 7.824580 -1.074240 -0.4 -0.1 0.1 0.5767
H 4.350916 6.450110 -0.383430 -0.3 0.4 -0.1 -0.3000
H 2.497259 7.380252 -2.347909 0.0 -0.1 0.5 0.3748
H 3.316703 8.866378 -1.910511 -0.2 -0.4 -0.1 0.4305
H 1.141266 8.375810 -0.676231 0.3 0.0 0.1 0.3045
H 2.457119 8.998160 0.288750 0.1 -0.3 -0.2 0.5092
H 2.360190 6.007640 0.103715 -0.2 0.2 0.2 -0.7626
H 2.650771 7.053932 1.510529 -0.1 -0.4 -0.3 0.8624
H 0.382299 7.090818 2.185791 0.2 -0.1 -0.2 0.2755
H -0.209284 7.044637 0.507703 0.2 0.1 0.3 0.4997
H 3.788663 4.746858 1.548215 -0.3 -0.1 0.1 0.2952
H 2.961635 3.326617 0.845184 -0.1 0.1 0.3 -0.1472
H 3.591266 3.243707 2.501086 -0.4 0.3 0.1 0.4642
H -1.042158 4.798407 2.816165 -0.4 0.0 -0.1 0.5431
H -1.427733 1.283430 -0.510850 0.3 0.4 0.2 0.7213
H -2.016039 2.794857 -1.158704 0.4 0.0 0.0 0.3834
H 2.363469 1.822475 -1.351547 -0.1 -0.2 -0.1 0.5044
H 3.925243 0.006775 -1.828058 -0.3 0.0 -0.1 0.4378
H 3.228739 -1.957620 -3.174748 -0.2 0.2 0.1 0.3995
H 0.893615 -2.078997 -4.039180 0.0 0.2 0.2 0.3820
H -0.667629 -0.264622 -3.560496 0.2 0.1 0.2 0.4124
H 1.375874 4.179466 -0.324839 -0.3 0.0 -0.2 -0.9900
H 0.337973 4.686543 -2.245839 -0.5 0.0 0.2 0.6915
H 0.311817 6.184853 -1.360446 0.1 -0.5 0.2 0.2141
H -2.223736 4.828838 -0.776290 0.0 0.1 -0.3 0.2669
H -1.928931 5.001233 -2.555507 -0.2 -0.3 0.6 0.3377
H -1.316584 7.539204 -1.179686 -0.1 -0.3 0.0 0.1175
H -2.361676 7.189582 -2.555283 0.2 -0.1 0.3 0.3520
H -3.564643 6.312748 -0.289339 0.2 0.0 -0.1 0.3652
C 12.666802 0.200540 -0.460252 0.3 0.2 0.2 -1.4684
C 11.338759 0.838184 -0.133114 0.6 -0.4 -0.2 0.5208
C 10.657336 1.496362 -1.301981 -0.4 -0.1 -0.3 -0.5182
O 9.850056 2.488765 -0.656858 0.2 0.0 0.2 -0.2629
C 10.480974 2.812139 0.506820 0.1 0.1 0.1 0.6337
O 10.183803 3.727740 1.200682 -0.1 0.0 0.0 -0.5260
O 11.497757 1.947762 0.762230 -0.4 0.2 -0.1 -0.3684
H 13.184386 -0.091760 0.453540 -0.1 -0.1 0.0 0.3639
H 12.528781 -0.683048 -1.083810 -0.1 0.0 0.0 0.3788
H 13.320145 0.900534 -0.984076 -0.1 0.0 0.0 0.3484
H 10.683352 0.109780 0.353775 -0.1 0.1 0.0 0.2829
H 10.039577 0.807277 -1.874746 -0.2 0.1 0.1 0.3223
H 11.350262 2.004036 -1.977953 0.1 -0.1 0.1 0.3087
C -2.190371 0.759928 5.454374 0.1 0.0 0.4 -1.3483
C -3.290964 -0.149011 4.973664 0.6 0.5 0.1 0.6447
C -4.540964 0.563405 4.534807 -0.1 0.1 -0.4 -0.4051
O -5.542721 -0.442329 4.746229 0.1 -0.1 0.2 -0.3400
C -5.093037 -1.242485 5.746908 0.1 0.0 0.1 0.5718
O -5.753555 -2.067327 6.294726 -0.1 -0.1 0.0 -0.5117
O -3.796813 -0.977005 6.038071 -0.5 -0.1 -0.2 -0.3558
H -1.393465 0.181953 5.922141 0.0 0.0 -0.2 0.3531
H -1.770918 1.326994 4.623058 0.0 -0.1 0.0 0.2254
H -2.556158 1.460135 6.208387 -0.1 0.0 -0.1 0.3811
H -2.911857 -0.811691 4.190256 -0.1 0.0 0.0 0.2282
H -4.510820 0.869225 3.491088 -0.1 -0.1 0.0 0.1890
H -4.785928 1.428663 5.155718 0.1 0.0 0.1 0.3618
C -8.619406 -3.844784 5.272160 -0.4 0.1 0.0 -1.4085
C -8.071698 -5.035494 4.529720 -0.2 0.6 0.5 0.5660
C -6.867522 -4.735211 3.679828 0.4 -0.1 0.1 -0.3989
O -6.953143 -5.757488 2.676252 -0.3 0.0 0.0 -0.3264
C -8.266348 -6.078409 2.550591 -0.1 0.0 0.0 0.5702
O -8.710778 -6.759590 1.682100 0.0 0.0 0.0 -0.5231
O -9.001913 -5.517555 3.542782 0.4 -0.3 -0.3 -0.3529
H -9.586456 -4.081286 5.718013 0.1 -0.1 0.1 0.3693
H -7.934393 -3.533926 6.060467 0.1 0.0 -0.1 0.3531
H -8.780951 -3.001963 4.598020 0.1 0.0 0.0 0.3329
H -7.875375 -5.855249 5.227333 0.1 0.0 -0.1 0.2328
H -5.931476 -4.806786 4.229350 0.0 -0.1 -0.1 0.2801
H -6.919974 -3.762229 3.185418 -0.1 0.0 0.1 0.2982
C -8.988406 -9.514151 0.243249 -0.3 -0.1 -0.2 -1.5412
C -8.440845 -10.706977 -0.499766 -0.3 0.6 0.5 0.6227
C -7.237144 -10.409852 -1.352080 0.4 -0.1 0.1 -0.5939
O -7.322099 -11.433351 -2.354047 -0.3 0.0 0.1 -0.2220
C -8.640105 -11.753121 -2.477950 -0.2 -0.1 -0.1 0.5549
O -9.084936 -12.433067 -3.344028 0.1 0.0 -0.1 -0.5419
O -9.372269 -11.188707 -1.484454 0.4 -0.2 -0.2 -0.3621
H -9.954259 -9.752525 0.689262 0.1 -0.1 0.1 0.3786
H -8.306725 -9.200774 1.031822 0.0 0.0 0.0 0.3831
H -9.151556 -8.671337 -0.428946 0.1 0.0 0.0 0.3265
H -8.244328 -11.526301 0.198764 0.1 0.0 -0.1 0.2613
H -6.300145 -10.482025 -0.803245 0.0 -0.1 -0.1 0.3830
H -7.288221 -9.437008 -1.848231 -0.1 0.0 0.1 0.3609
C -5.316628 -10.908315 -4.564970 0.2 0.1 0.3 -1.2068
C -4.091443 -10.313716 -5.214685 -0.7 -0.3 0.2 0.5668
C -3.291582 -11.281148 -6.045378 0.1 0.0 -0.4 -0.5169
O -1.981235 -10.704048 -5.993111 -0.1 0.1 0.2 -0.3215
C -1.898825 -10.014460 -4.823494 0.1 0.1 0.1 0.6332
O -0.895396 -9.564628 -4.377455 0.0 0.0 0.0 -0.5286
O -3.120654 -9.912513 -4.234260 0.3 0.0 -0.3 -0.3486
H -5.739236 -10.213139 -3.842905 0.0 0.1 -0.1 0.0895
H -6.076331 -11.144176 -5.310421 0.0 0.0 0.0 0.3932
H -5.071175 -11.819342 -4.018032 0.0 0.0 -0.1 0.3370
H -4.367217 -9.425172 -5.791332 0.1 0.0 -0.1 0.2608
H -3.643786 -11.351125 -7.072603 0.2 0.1 0.0 0.3121
H -3.243377 -12.283775 -5.613068 -0.1 0.1 0.1 0.3255
```
Forces are in eV/Å.

Output
Max |F|: 3.1 eV/A
Gap between HOMO and LUMO: 9.9 eV
2S+1: 1
Net charge: 0
LUMO level: -0.065 eV